Run P
Molecular formula: C29H32BrN7O6SZr
Method: DFT, ωB97M-V with the def2-TZVPD basis set

Values from the calculation:
Gap between HOMO and LUMO, eV: 6.9
E_HOMO, eV: -13.12
Total charge: +2

```
77
Properties=species:S:1:pos:R:3:lowdin_charge:R:1
H -3.963 1.055 3.644 0.13
C 0.418 -0.490 -4.081 -0.16
C 0.428 -1.780 -3.239 -0.07
O -0.574 -1.768 -1.045 -0.23
H -1.231 -2.817 4.136 0.16
C 0.073 2.917 1.616 -0.27
H -2.563 -0.742 -5.884 0.12
C 2.727 -2.333 -0.090 -0.10
H 0.717 0.473 4.810 0.15
H -0.396 0.364 -5.868 0.12
C -0.514 -0.552 -5.288 -0.19
C 1.299 5.387 1.452 -0.68
H -1.982 2.375 2.987 0.16
C 0.973 -0.453 4.294 -0.06
H -2.410 -2.478 0.653 0.11
C 1.887 -0.077 3.135 -0.55
N 0.604 2.384 -1.428 0.01
N -1.949 -1.987 -2.790 0.13
H 3.129 4.340 1.841 0.11
C -0.740 -1.850 -2.307 -0.44
C -3.655 0.247 2.995 0.03
O 1.309 -0.131 1.956 -0.25
C 2.061 4.253 1.699 -0.09
H 2.978 1.931 -1.495 0.15
C -1.644 1.552 2.359 -0.06
H 0.469 -2.896 4.558 0.16
H -1.754 3.971 1.206 0.12
C -3.994 -1.891 1.991 -0.01
C 4.943 -1.575 -0.535 0.00
C 0.037 -3.054 2.490 -0.42
C 3.046 -0.140 -0.697 -0.25
H -0.659 6.183 1.090 0.11
H -5.364 -0.996 3.384 0.13
H 6.008 -1.746 -0.606 0.13
H -2.360 0.104 -4.360 0.11
N -1.297 3.434 -2.048 0.12
H 1.437 -0.322 -4.432 0.12
C 4.083 -2.602 -0.187 -0.01
C -0.074 5.295 1.288 -0.10
N 1.136 1.233 -0.925 -0.13
H -2.702 -1.937 -2.119 0.16
H -4.570 -2.792 1.836 0.12
H 2.057 2.139 1.963 0.09
H 5.045 0.506 -1.098 0.13
C -0.701 2.358 -1.520 -0.84
H -2.294 3.470 -2.153 0.10
C -2.792 -1.721 1.326 -0.11
H 0.413 -2.652 -3.900 0.14
O 0.169 -4.360 2.583 0.19
C -2.469 0.346 2.289 -0.25
C 1.451 3.012 1.770 -0.02
N -2.036 -0.629 1.470 -0.03
H -0.730 4.202 -2.371 0.12
C 2.408 1.121 -1.052 -0.04
H 1.326 -1.842 -2.630 0.10
C 4.413 -0.322 -0.805 0.03
H -0.192 -1.370 -5.941 0.12
S -1.716 1.024 -1.043 0.68
H 1.527 -1.079 4.996 0.15
H 0.159 0.361 -3.444 0.09
N 2.211 -1.130 -0.329 0.00
H 0.274 -4.760 1.705 0.16
C -1.991 -0.737 -4.954 -0.17
H 2.023 -3.107 0.181 0.11
C -0.687 4.057 1.374 -0.03
H -1.799 -2.883 -4.679 0.13
N -0.589 1.645 1.655 -0.01
H 4.449 -3.599 0.011 0.12
C -4.432 -0.893 2.846 0.00
O -0.247 -1.060 3.893 -0.11
O 0.087 -2.481 1.410 -0.04
Br 2.141 7.064 1.330 0.81
O 3.018 0.284 3.316 0.13
C -2.306 -2.033 -4.218 -0.13
H -3.372 -2.243 -4.250 0.13
Zr 0.052 -0.328 0.419 1.72
C -0.239 -2.450 3.852 -0.09
```



Run Q
Molecular formula: C29H32BrN7O6SZr
Method: DFT, ωB97M-V with the def2-TZVPD basis set

Values from the calculation:
Gap between HOMO and LUMO, eV: 6.1
E_HOMO, eV: -12.81
Total charge: +2

```
77
Properties=species:S:1:pos:R:3:lowdin_charge:R:1
N -0.610 -2.310 -2.106 0.03
S 1.805 -1.055 -2.114 0.69
C 3.374 3.665 -2.996 0.00
H 0.464 -4.029 2.312 0.12
H 5.465 -2.682 2.387 0.13
H 3.549 -2.633 4.093 0.12
H 2.290 -3.656 0.496 0.14
N 3.813 -1.737 1.614 0.13
C 3.864 3.178 -1.797 0.00
H 1.966 3.119 3.107 0.16
H -3.844 0.528 -1.175 0.15
C 1.368 2.435 -2.601 -0.25
H -0.563 4.470 1.209 0.15
N -1.890 1.729 1.763 0.05
H -4.316 2.257 4.087 0.12
O -0.845 -0.247 1.065 -0.23
O -2.123 0.108 2.969 0.06
C 3.068 2.330 -1.042 -0.10
H -5.347 -0.074 0.726 0.13
C 3.731 -3.471 3.414 -0.17
C 2.101 3.285 -3.408 0.03
C -4.482 0.165 1.337 0.01
H 0.867 -2.636 0.458 0.09
N 0.927 -3.057 -3.592 0.10
C -3.244 -1.467 -1.785 -0.13
C 0.065 1.922 -3.028 -0.04
C -2.486 0.517 -3.687 0.04
H 0.278 -3.771 -3.876 0.12
C -2.469 1.504 3.111 -0.21
C -4.047 -1.206 -2.979 -0.66
H -1.907 1.986 3.910 0.15
H 4.851 3.440 -1.444 0.13
O 1.190 1.768 1.395 -0.02
C 1.347 -3.403 2.440 -0.16
H 4.324 -0.869 1.675 0.17
Br -5.530 -2.315 -3.228 0.86
H 3.414 1.920 -0.101 0.12
H -4.323 -0.044 -4.724 0.11
H -2.512 3.586 1.065 0.15
O 2.161 -0.517 0.762 -0.22
C -2.093 -0.593 -1.511 -0.37
H -2.822 2.237 -0.057 0.14
C -4.808 0.938 2.534 -0.04
C 1.747 -2.883 1.048 -0.09
C 0.574 -2.206 -2.613 -0.81
C -1.985 0.282 1.569 -0.53
H -0.331 2.273 -3.977 0.15
N -0.885 -1.341 -1.090 -0.15
H 4.423 -4.140 3.928 0.12
H 1.689 3.637 -4.344 0.13
C -3.950 1.634 3.281 0.01
Zr 0.517 0.316 -0.339 1.74
H 1.037 -2.562 3.067 0.13
H 2.040 -4.618 4.063 0.12
O 1.367 3.654 2.560 0.20
H -2.227 1.212 -4.475 0.12
H 2.665 -5.094 2.504 0.12
C -2.146 2.622 0.712 -0.11
C 4.435 -2.951 2.166 -0.13
H 1.857 -3.054 -3.969 0.09
H -3.303 -2.428 -1.297 0.15
C 2.599 -1.654 1.120 -0.42
C 0.887 2.938 1.574 -0.46
H 3.972 4.325 -3.608 0.13
C -1.703 0.349 -2.611 -0.19
C -3.244 -0.235 -0.692 -0.05
C -3.280 -0.111 0.801 -0.05
O -0.890 2.830 -0.034 -0.15
H -5.865 1.030 2.747 0.12
H -1.143 -1.856 -0.250 0.13
C -0.024 3.702 0.651 -0.10
N -0.498 1.017 -2.324 -0.01
C -3.716 -0.240 -3.853 -0.09
C 2.436 -4.224 3.127 -0.19
N 1.846 1.964 -1.428 -0.03
H 0.615 4.209 -0.077 0.15
H 4.466 -3.713 1.384 0.13
```



It is run Q that is the least stable of them.



Run P
Molecular formula: C2H2F3NO
Method: DFT, ωB97M-V with the def2-TZVPD basis set

Values from the calculation:
Gap between HOMO and LUMO (alpha / beta), eV: 8.7 / 8.7
E_HOMO (alpha / beta), eV: -9.68 / -9.68

```
9
Properties=species:S:1:pos:R:3:lowdin_charge:R:1
F 1.856 0.769 0.772 0.16
F 0.625 -0.794 1.611 0.08
O -2.184 0.144 -0.188 0.02
N -1.328 0.287 -1.025 -0.03
F 0.815 -0.238 -1.836 0.01
C -0.129 -0.340 -0.822 -0.21
H -0.297 -1.323 -0.597 0.11
C 0.686 0.299 0.860 -0.32
H -0.045 1.197 1.225 0.18
```



Run Q
Molecular formula: C2H2F3NO
Method: DFT, ωB97M-V with the def2-TZVPD basis set

Values from the calculation:
Gap between HOMO and LUMO, eV: 11.7
E_HOMO, eV: -11.16
Structure (SMILES): O=CNC(F)(F)F

```
9
Properties=species:S:1:pos:R:3:lowdin_charge:R:1
H -1.673 0.943 1.357 0.14
F 1.038 -0.220 -1.798 0.21
C 0.744 -0.639 -0.608 -0.63
F 2.011 -0.730 -0.051 0.09
O -1.043 2.169 -0.069 0.07
C -1.042 1.088 0.446 -0.30
N -0.196 -0.039 0.262 0.15
F 0.375 -1.954 -0.680 0.10
H -0.214 -0.618 1.139 0.17
```



It is run P that is the least stable of them.



Run P
Molecular formula: C8H14S
Method: DFT, ωB97M-V with the def2-TZVPD basis set

Values from the calculation:
Gap between HOMO and LUMO (alpha / beta), eV: 7.8 / 7.8
E_HOMO (alpha / beta), eV: -7.60 / -7.60

```
23
Properties=species:S:1:pos:R:3:lowdin_charge:R:1
H -2.760 2.768 0.553 0.00
H -1.338 -2.721 1.066 0.05
C -2.192 2.378 -0.257 -0.41
H 3.131 -2.707 0.993 0.09
H -4.473 0.928 0.661 0.05
H 2.248 0.468 -2.296 0.07
H -4.540 -0.426 -0.539 -0.01
H 3.826 -1.216 1.568 0.07
H 2.266 -1.933 2.326 0.07
C 2.015 -0.731 0.661 -0.22
C -3.923 0.369 -0.157 -0.45
C -1.235 -1.747 1.569 0.01
H -1.266 2.805 -0.393 -0.04
H 2.356 -1.659 -1.284 0.09
H 1.204 1.054 -1.028 0.03
H 0.560 -0.020 -2.336 0.04
H -1.089 0.352 2.139 -0.01
S -2.723 1.021 -1.044 0.86
C 1.355 0.232 -1.667 -0.08
C 2.856 -1.689 1.415 -0.13
C 1.900 -0.884 -0.661 -0.15
H 1.592 0.139 1.129 0.09
C -1.237 -0.554 1.744 -0.02
```



Run Q
Molecular formula: C8H14S
Method: DFT, ωB97M-V with the def2-TZVPD basis set

Values from the calculation:
Gap between HOMO and LUMO, eV: 9.2
E_HOMO, eV: -8.32
Structure (SMILES): C[C@@H]1C[C@]12[C@@H](C)[C@]2(C)S

```
23
Properties=species:S:1:pos:R:3:lowdin_charge:R:1
H 2.127 1.869 1.035 -0.20
C 0.855 -1.426 -0.302 -0.02
H 0.284 0.519 -2.967 0.06
H 1.622 -0.590 -3.257 0.10
C 1.224 -0.231 -1.229 -0.28
H -0.085 -1.058 -2.677 0.08
C 0.145 0.294 2.395 -0.10
H -0.410 -0.661 2.486 0.08
H 0.292 -2.358 -0.778 0.14
C -2.287 -0.178 0.410 -0.01
H 2.080 0.378 -0.985 0.12
H 1.268 -1.729 0.665 0.09
H -0.398 1.055 3.101 0.11
S 1.022 2.393 0.764 0.81
H -1.772 -1.029 0.785 0.06
C -1.058 0.645 -0.063 -0.27
C 0.156 -0.103 -0.295 -0.39
H -2.858 -0.389 -0.499 0.09
H -1.307 1.503 -0.688 0.14
H -2.798 0.356 1.112 0.05
C 0.727 -0.363 -2.634 -0.05
C -0.010 0.920 1.011 -0.63
H 1.182 0.184 2.609 0.05
```



It is run P that is the least stable of them.